DFT (ωB97M-V with the def2-TZVPD basis set) results for 2 unconnected molecules or ions with the total composition C5H14.

Energy above the lowest of the compared OMol25 structures with the same formula, charge and spin (kcal/mol): 9.5
LUMO (spin up / spin down) (Eh): 0.1473 / 0.1470
Molar mass (g/mol): 74.2
<S²>: 0.750

The geometry in ORCA input format:
```
! RIJCOSX wB97M-V def2-TZVPD def2/J DEFGRID3
* xyz -1 2
C -0.51 1.51 -0.73
C -1.31 2.63 -1.38
C 0.10 0.50 -1.72
H 0.24 1.86 -0.02
H -1.23 0.97 -0.13
H -2.20 2.23 -1.86
H 1.13 0.74 -1.99
H 0.12 -0.48 -1.24
H -0.49 0.40 -2.63
H -1.71 3.28 -0.60
H -0.75 3.16 -2.16
C 0.71 -1.64 1.17
C 0.91 -2.56 2.37
H -0.02 -0.85 1.35
H 1.64 -1.10 0.98
H 0.58 -2.26 0.28
H 0.90 -3.61 2.11
H 0.16 -2.49 3.17
H 1.73 -2.28 3.03
*
```

=====

DFT (ωB97M-V with the def2-TZVPD basis set) results for 2 unconnected molecules or ions with the total composition C7H10IN3.

Energy above the lowest of the compared OMol25 structures with the same formula, charge and spin (kcal/mol): 68.7
LUMO (spin up / spin down) (Eh): -0.3579 / -0.3651
Molar mass (g/mol): 263.1

The geometry in ORCA input format:
```
! RIJCOSX wB97M-V def2-TZVPD def2/J DEFGRID3
* xyz 2 1
C -1.65 2.42 -0.61
C -0.56 1.61 -0.54
C -2.85 1.86 -0.16
C -2.05 -0.42 -0.49
C -0.75 0.18 -0.65
C -3.07 0.46 -0.10
C 1.42 -0.47 1.21
N 2.44 0.18 1.57
N 0.33 -0.57 -0.86
N 0.41 -2.01 -1.01
I -5.06 -0.24 0.19
H -1.73 3.43 -0.70
H 0.43 1.92 -0.56
H -3.53 2.63 0.05
H -2.12 -1.40 -0.69
H 1.23 -1.39 1.91
H 3.07 -0.05 2.29
H 2.52 1.03 1.03
H 0.43 -2.21 -2.00
H -0.43 -2.68 -0.60
H 1.28 -2.36 -0.65
*
```

=====

DFT (ωB97M-V with the def2-TZVPD basis set) results for a molecular structure, C22H26BrN7O4SSrTe.

LUMO (Eh): 0.1516
Molar mass (g/mol): 779.7

The geometry in ORCA input format:
```
! RIJCOSX wB97M-V def2-TZVPD def2/J DEFGRID3
* xyz -2 1
Sr 0.84 0.30 1.98
N 3.40 0.92 6.66
C 3.39 0.97 5.27
C 3.36 2.19 4.60
C 3.28 2.23 3.21
C 3.29 1.08 2.47
C 3.36 -0.17 3.14
C 3.38 -0.21 4.52
S 3.27 1.21 0.43
O 3.89 2.49 0.19
O 3.97 -0.01 0.14
N 1.78 1.15 -0.20
C 1.11 2.38 -0.09
N 0.85 3.06 -1.20
C 0.34 4.28 -1.02
C 0.14 4.85 0.22
C 0.40 4.04 1.31
N 0.82 2.81 1.15
H 3.76 1.73 7.13
H 3.68 0.05 7.07
H 3.38 3.11 5.17
H 3.29 3.18 2.69
H 3.39 -1.07 2.54
H 3.43 -1.18 5.01
H 0.11 4.83 -1.93
H -0.24 5.86 0.32
H 0.21 4.36 2.33
Br -6.77 -0.48 -1.94
C -5.62 0.00 -0.49
C -6.20 0.32 0.73
C -5.36 0.66 1.78
C -3.98 0.70 1.61
C -3.43 0.38 0.38
C -4.25 0.01 -0.68
C -1.91 0.43 0.20
O -1.32 1.26 0.94
O -1.41 -0.33 -0.64
H -7.27 0.28 0.85
H -5.79 0.88 2.76
H -3.31 0.93 2.43
H -3.80 -0.28 -1.62
Te -1.32 -1.49 3.44
C 2.16 -5.65 -0.18
N 1.85 -4.77 0.93
C 3.04 -4.18 1.51
C 0.80 -3.85 0.69
N 1.02 -2.61 0.80
N -0.40 -4.45 0.35
C -1.48 -3.54 -0.04
C -0.87 -5.57 1.16
H 2.73 -5.13 -0.97
H 1.23 -6.02 -0.63
H 2.75 -6.50 0.17
H 3.70 -4.98 1.85
H 2.75 -3.55 2.35
H 3.59 -3.55 0.79
H 0.15 -2.09 0.79
H -1.85 -2.95 0.81
H -2.29 -4.15 -0.44
H -1.14 -2.85 -0.81
H -0.02 -6.10 1.58
H -1.45 -6.25 0.53
H -1.50 -5.21 1.98
*
```

=====

DFT (ωB97M-V with the def2-TZVPD basis set) results for 2 unconnected molecules or ions with the total composition C2HFO2S.

Energy above the lowest of the compared OMol25 structures with the same formula, charge and spin (kcal/mol): 98.4
LUMO (spin up / spin down) (Eh): -0.1174 / -0.1245
Molar mass (g/mol): 108.1

The geometry in ORCA input format:
```
! RIJCOSX wB97M-V def2-TZVPD def2/J DEFGRID3
* xyz 0 1
C 2.55 -0.11 0.07
C 1.35 -0.13 -0.07
O -2.28 1.01 -1.21
O -2.00 0.56 1.33
F -1.60 -1.39 -0.26
S -1.67 0.30 -0.06
H 3.65 -0.23 0.20
*
```

=====

DFT (ωB97M-V with the def2-TZVPD basis set) results for 2 unconnected molecules or ions with the total composition C9H11O3.

Energy above the lowest of the compared OMol25 structures with the same formula, charge and spin (kcal/mol): 16.0
LUMO (Eh): 0.1220
Molar mass (g/mol): 167.2

The geometry in ORCA input format:
```
! RIJCOSX wB97M-V def2-TZVPD def2/J DEFGRID3
* xyz -1 1
C 3.28 2.01 1.75
C 0.58 -0.92 0.19
C 0.10 0.38 0.44
C 1.96 -1.19 0.25
C 0.99 1.30 0.98
C 2.87 -0.20 0.61
C 2.35 0.98 1.16
O -0.15 -1.96 -0.17
H -1.07 -1.76 -0.57
H -0.88 0.66 0.08
H 2.33 -2.07 -0.25
H 0.69 2.27 1.35
H 3.95 -0.14 0.61
H 3.85 2.54 0.96
H 4.04 1.68 2.45
H 2.70 2.88 2.07
C -4.60 -0.94 -1.73
C -3.07 -0.92 -1.62
O -2.55 -1.47 -0.60
O -2.48 -0.46 -2.62
H -4.76 -1.44 -2.68
H -4.96 0.10 -1.80
H -5.15 -1.33 -0.87
*
```

=====

DFT (ωB97M-V with the def2-TZVPD basis set) results for a molecular structure, C13H17ClINO2PSn.

Energy above the lowest of the compared OMol25 structures with the same formula, charge and spin (kcal/mol): 0.0
LUMO (spin up / spin down) (Eh): -0.4851 / -0.5333
Molar mass (g/mol): 531.3

The geometry in ORCA input format:
```
! RIJCOSX wB97M-V def2-TZVPD def2/J DEFGRID3
* xyz 3 1
C -2.53 0.51 -2.09
C -2.30 0.06 -0.74
H -3.58 0.86 -2.11
H -2.39 -0.30 -2.82
H -1.85 1.31 -2.39
O -3.06 0.07 0.20
I 2.28 -1.77 0.49
Sn -0.18 -0.72 -0.42
P -0.92 -3.00 -0.92
C -1.45 -3.93 0.52
C -2.26 -3.07 -2.10
H 1.04 -3.24 -2.30
H 0.05 -4.74 -2.20
H 1.11 -4.25 -0.83
C 0.46 -3.89 -1.64
H -1.98 -2.56 -3.04
H -2.47 -4.13 -2.32
H -1.71 -4.96 0.18
H -2.34 -3.48 0.98
H -3.16 -2.60 -1.70
H -0.64 -3.98 1.25
C -0.82 -1.03 1.57
O -1.12 -1.22 2.69
Cl 0.44 -0.37 -2.55
N 0.33 1.15 0.32
C 0.88 2.05 0.80
C 1.62 3.09 1.31
C 2.59 3.75 0.51
C 3.38 4.76 1.04
C 3.22 5.15 2.37
C 2.27 4.52 3.17
C 1.48 3.51 2.65
H 2.73 3.43 -0.53
H 4.13 5.25 0.41
H 3.85 5.94 2.78
H 2.15 4.82 4.22
H 0.74 3.00 3.28
*
```

=====

DFT (ωB97M-V with the def2-TZVPD basis set) results for 2 unconnected molecules or ions with the total composition C6H12.

Structure (SMILES): C[C@H]1C=CC1.C
Energy above the lowest of the compared OMol25 structures with the same formula, charge and spin (kcal/mol): 44.6
LUMO (Eh): 0.0425
Molar mass (g/mol): 84.2

The geometry in ORCA input format:
```
! RIJCOSX wB97M-V def2-TZVPD def2/J DEFGRID3
* xyz 0 1
C -1.97 0.18 0.44
C -1.32 0.43 -0.92
C -0.19 1.44 -0.97
C 0.72 0.56 -1.37
C 2.06 -0.72 1.78
C -0.24 -0.61 -1.38
H -1.20 -0.03 1.20
H -2.65 -0.68 0.39
H -2.54 1.05 0.77
H -2.09 0.60 -1.68
H 1.38 0.00 1.33
H -0.16 2.51 -0.75
H 1.78 0.63 -1.62
H 1.50 -1.45 2.36
H 2.62 -1.22 0.99
H 2.76 -0.19 2.44
H -0.43 -1.07 -2.36
H -0.03 -1.40 -0.64
*
```

=====

DFT (ωB97M-V with the def2-TZVPD basis set) results for C5H6O2 in the gas phase.

Structure (SMILES): C#C[C@H](C=O)CO
Energy above the lowest of the compared OMol25 structures with the same formula, charge and spin (kcal/mol): 61.9
LUMO (Eh): 0.0240
Molar mass (g/mol): 98.1

The geometry in ORCA input format:
```
! RIJCOSX wB97M-V def2-TZVPD def2/J DEFGRID3
* xyz 0 1
O 0.77 -1.81 0.71
C 0.91 -0.94 -0.38
C -0.28 0.07 -0.57
C -1.52 -0.41 0.19
O -1.56 -0.44 1.40
C 0.09 1.40 -0.10
C 0.43 2.49 0.29
H 0.50 -1.29 1.48
H 1.84 -0.35 -0.32
H 0.99 -1.58 -1.27
H -0.52 0.13 -1.64
H -2.38 -0.74 -0.42
H 0.73 3.46 0.63
*
```

=====

DFT (ωB97M-V with the def2-TZVPD basis set) results for 2 unconnected molecules or ions with the total composition C3H9IN3.

Energy above the lowest of the compared OMol25 structures with the same formula, charge and spin (kcal/mol): 106.8
LUMO (Eh): -0.1539
Molar mass (g/mol): 214.0

The geometry in ORCA input format:
```
! RIJCOSX wB97M-V def2-TZVPD def2/J DEFGRID3
* xyz 1 1
C -0.75 -1.99 0.52
C 2.11 1.55 -0.69
C -0.85 0.44 0.50
N -2.16 1.46 -1.17
N -1.67 0.82 -0.27
N -0.28 -0.73 0.97
I 2.69 -0.59 -0.73
H -0.36 -2.28 -0.45
H -0.42 -2.84 1.20
H -1.79 -2.07 0.53
H 3.04 2.07 -1.17
H 1.31 1.65 -1.42
H 1.83 1.86 0.29
H -2.90 2.15 -0.91
H 0.75 -0.73 0.89
H -0.55 -0.77 1.92
*
```

=====

DFT (ωB97M-V with the def2-TZVPD basis set) results for a gas-phase ion, C5H6N (charge +1).

Energy above the lowest of the compared OMol25 structures with the same formula, charge and spin (kcal/mol): 40.3
LUMO (spin up / spin down) (Eh): -0.1683 / -0.2821
Molar mass (g/mol): 80.1
<S²>: 2.031

The geometry in ORCA input format:
```
! RIJCOSX wB97M-V def2-TZVPD def2/J DEFGRID3
* xyz 1 3
C 0.41 -1.25 0.15
C 0.66 -1.50 -1.15
C -0.58 2.13 0.96
C -0.21 -0.24 0.83
C 0.77 -1.84 -2.31
N -0.18 1.11 0.33
H 0.44 -2.00 0.89
H -0.63 3.15 0.50
H -0.90 1.99 2.00
H -0.72 -0.41 1.68
H 0.78 -2.39 -3.21
H 0.15 1.27 -0.65
*
```

=====

DFT (ωB97M-V with the def2-TZVPD basis set) results for a molecular structure, C42H41Cl6IMnN5O2S.

LUMO (spin up / spin down) (Eh): 0.0654 / 0.0654
Molar mass (g/mol): 1074.5
<S²>: 8.755

The geometry in ORCA input format:
```
! RIJCOSX wB97M-V def2-TZVPD def2/J DEFGRID3
* xyz -1 6
Mn -0.91 0.42 0.26
C -3.04 -1.31 3.05
C -2.93 -0.10 4.04
C -3.65 1.06 3.40
C -1.48 0.08 4.52
C -1.11 -0.30 5.80
C 0.19 -0.34 6.26
C 1.20 0.10 5.45
C 0.85 0.65 4.22
C 1.93 1.33 3.31
C 3.15 0.39 3.07
C 2.40 2.69 3.84
C -0.46 0.59 3.72
N -0.74 1.09 2.42
C -0.86 2.38 2.38
C -0.97 3.05 1.17
C -1.29 4.38 0.99
C -1.24 4.59 -0.42
C -1.02 3.34 -1.04
N -0.83 2.41 -0.05
C -1.22 3.01 -2.51
C -0.73 1.62 -2.79
C -2.79 3.12 -2.86
C -0.45 3.98 -3.41
H -4.04 -1.24 2.69
H -2.80 -2.25 3.54
H -2.29 -1.28 2.27
H -3.49 -0.30 4.98
H -3.26 1.31 2.44
H -3.59 1.93 4.08
H -4.71 0.74 3.31
H -1.83 -0.64 6.59
H 0.40 -0.64 7.24
H 2.23 -0.02 5.74
H 1.45 1.57 2.36
H 3.67 0.19 4.01
H 3.82 0.80 2.33
H 2.83 -0.58 2.70
H 2.59 2.62 4.95
H 1.61 3.42 3.68
H 3.30 3.02 3.38
H -0.86 2.94 3.29
H -1.42 5.09 1.77
H -1.42 5.50 -1.01
H -1.40 0.83 -2.57
H 0.19 1.34 -2.18
H -0.45 1.53 -3.83
H -3.30 2.37 -2.20
H -2.99 2.86 -3.89
H -3.13 4.14 -2.62
H 0.62 3.69 -3.37
H -0.55 5.00 -3.20
H -0.80 3.86 -4.41
Cl -6.09 -3.45 -2.98
C -5.19 -2.26 -2.02
C -5.89 -1.39 -1.25
C -5.25 -0.39 -0.51
I -6.42 1.08 0.40
C -3.87 -0.36 -0.34
O -3.23 0.49 0.41
C -3.12 -1.31 -1.13
N -1.76 -1.19 -1.13
C -1.02 -2.01 -1.86
C -1.57 -2.87 -2.75
C -2.93 -3.07 -2.81
C -3.75 -2.30 -1.97
H -6.96 -1.47 -1.24
H 0.06 -1.75 -1.83
H -0.82 -3.37 -3.35
H -3.46 -3.66 -3.55
Cl 6.11 -2.94 0.74
C 4.69 -1.97 0.62
C 3.47 -2.58 1.00
Cl 3.50 -4.14 1.75
C 2.23 -1.92 0.82
Cl 0.76 -2.54 1.45
C 2.14 -0.66 0.13
O 1.08 -0.06 -0.13
C 3.45 -0.15 -0.28
Cl 3.44 1.35 -1.13
C 4.66 -0.79 -0.04
Cl 6.22 -0.16 -0.55
C 5.03 -0.70 -4.27
C 3.84 -1.51 -4.04
C 3.70 -2.48 -3.05
C 2.57 -3.34 -3.13
N 1.58 -3.18 -3.99
C 1.65 -2.14 -4.85
S 0.40 -1.64 -5.86
N 2.81 -1.39 -4.92
C 2.56 -4.56 -2.27
H 4.85 0.30 -4.63
H 5.66 -1.12 -5.09
H 5.72 -0.61 -3.39
H 4.44 -2.63 -2.31
H 2.77 -0.67 -5.63
H 3.32 -5.30 -2.44
H 1.61 -5.11 -2.30
H 2.64 -4.15 -1.24
*
```

=====

DFT (ωB97M-V with the def2-TZVPD basis set) results for a molecular structure, C55H59BF4GeN2O2Ru.

Energy above the lowest of the compared OMol25 structures with the same formula, charge and spin (kcal/mol): 10.2
LUMO (spin up / spin down) (Eh): 0.1547 / 0.1546
Molar mass (g/mol): 1040.6
<S²>: 6.063

The geometry in ORCA input format:
```
! RIJCOSX wB97M-V def2-TZVPD def2/J DEFGRID3
* xyz -2 5
Ru 0.28 0.06 -0.50
C -0.76 -2.32 1.77
C -0.42 -1.89 3.19
C -1.70 -1.53 3.94
C 0.63 -0.77 3.35
C 1.51 -0.96 4.41
C 2.46 -0.01 4.76
C 2.54 1.16 4.02
C 1.69 1.39 2.94
C 1.84 2.69 2.17
C 1.27 3.86 2.97
C 3.30 2.97 1.79
C 0.72 0.42 2.59
N -0.14 0.67 1.47
C -1.32 1.30 1.64
C -2.10 1.67 0.45
N -1.63 1.42 -0.79
C -2.10 2.28 -1.83
C -1.71 3.65 -1.78
C -2.15 4.54 -2.76
C -2.95 4.13 -3.81
C -3.32 2.80 -3.86
C -2.93 1.86 -2.91
C -3.49 0.46 -3.10
C -4.35 0.01 -1.90
C -2.41 -0.55 -3.47
C -0.79 4.23 -0.71
C -1.50 5.28 0.14
C 0.48 4.81 -1.34
C -3.29 2.34 0.89
C -4.44 2.89 0.26
C -5.43 3.45 1.07
C -5.34 3.50 2.47
C -4.20 2.95 3.13
C -3.94 2.93 4.53
C -2.75 2.36 5.03
C -1.79 1.77 4.20
C -2.02 1.77 2.80
C -3.22 2.38 2.31
H -1.32 -3.26 1.78
H 0.13 -2.47 1.17
H -1.39 -1.59 1.28
H 0.02 -2.75 3.69
H -2.17 -0.64 3.51
H -1.50 -1.31 5.00
H -2.42 -2.36 3.89
H 1.45 -1.87 4.99
H 3.13 -0.18 5.59
H 3.28 1.91 4.27
H 1.28 2.59 1.25
H 1.82 3.98 3.91
H 0.21 3.71 3.20
H 1.37 4.79 2.40
H 3.91 3.20 2.68
H 3.36 3.84 1.12
H 3.76 2.12 1.28
H -1.85 5.58 -2.69
H -3.29 4.83 -4.56
H -3.97 2.46 -4.67
H -4.17 0.53 -3.95
H -3.78 0.07 -0.97
H -4.68 -1.03 -2.04
H -5.22 0.65 -1.79
H -1.63 -0.58 -2.73
H -1.94 -0.28 -4.43
H -2.82 -1.57 -3.56
H -0.48 3.41 -0.06
H -1.79 6.14 -0.47
H -0.84 5.64 0.94
H -2.40 4.88 0.61
H 0.27 5.71 -1.92
H 0.96 4.08 -2.00
H 1.20 5.08 -0.55
H -4.54 2.90 -0.82
H -6.31 3.87 0.59
H -6.14 3.95 3.05
H -4.65 3.36 5.23
H -2.57 2.37 6.10
H -0.89 1.35 4.63
O 1.46 1.73 -2.01
H 1.88 0.96 -2.43
H 2.16 2.06 -1.42
O -2.41 -2.54 -1.00
H -1.50 -2.33 -1.28
H -2.73 -1.72 -0.61
F 4.91 -0.36 -0.24
B 3.82 0.26 -0.83
F 3.53 -0.26 -2.14
F 4.02 1.68 -0.94
F 2.62 0.07 -0.01
C 0.49 -1.35 -1.61
Ge 1.76 -2.82 -1.65
C 2.28 -3.27 -3.50
C 2.99 -2.34 -4.27
C 3.45 -2.65 -5.55
C 3.21 -3.91 -6.08
C 2.50 -4.85 -5.34
C 2.05 -4.54 -4.06
C 3.44 -3.02 -0.63
C 3.50 -2.68 0.73
C 4.66 -2.89 1.46
C 5.78 -3.44 0.85
C 5.74 -3.76 -0.50
C 4.58 -3.56 -1.24
C 0.73 -4.40 -1.02
C 1.12 -5.18 0.07
C 0.37 -6.27 0.49
C -0.81 -6.61 -0.18
C -1.22 -5.85 -1.27
C -0.46 -4.75 -1.68
H 3.19 -1.35 -3.86
H 4.00 -1.92 -6.11
H 3.56 -4.16 -7.08
H 2.31 -5.84 -5.75
H 1.52 -5.29 -3.49
H 2.64 -2.22 1.22
H 4.69 -2.61 2.51
H 6.69 -3.59 1.42
H 6.62 -4.17 -0.99
H 4.56 -3.81 -2.29
H 2.04 -4.94 0.60
H 0.69 -6.86 1.34
H -1.40 -7.45 0.15
H -2.15 -6.09 -1.78
H -0.81 -4.15 -2.52
*
```

=====

Q: The lowest molar mass belongs to which entry?
A: C5H14